Run w
Computed, not measured: C2H2OS2 as an isolated structure, with ωB97M-V with the def2-TZVPD basis set.

Calculated values
Lowest unoccupied orbital energy = -0.0215 Eh
Kohn-Sham gap = 8.273 eV

Positions of all 7 atoms, in Å:
C: -1.03 -0.10 0.00
C: 0.65 0.14 -0.11
O: -0.19 0.10 -1.17
S: 1.99 -0.94 0.37
S: 1.93 1.21 0.34
H: -1.46 0.81 0.42
H: -1.90 -1.21 0.14

natural (NBO) population analysis, charges in e, atoms 1 to 6: -0.121, -0.075, -0.492, 0.124, 0.173, 0.183


Run x
Computed, not measured: C2H2OS2 as an isolated structure, with ωB97M-V with the def2-TZVPD basis set.

Calculated values
Lowest unoccupied orbital energy (alpha / beta) = -0.0868 / -0.0868 Eh
Kohn-Sham gap (alpha / beta) = 7.101 / 7.105 eV

Positions of all 7 atoms, in Å:
C: -0.53 -1.46 -0.62
C: 0.67 -0.95 -0.55
O: 1.14 1.06 0.98
S: -0.04 -2.70 -1.80
S: 1.76 -1.66 -1.71
H: -1.39 -1.49 0.10
H: 1.59 1.91 0.59

natural (NBO) population analysis, charges in e, atoms 1 to 6: -0.505, 0.112, -0.809, 0.240, 0.236, 0.288


Which structure wins on stability? run w wins.


Run w
Computed, not measured: C2H2OS2 as an isolated structure, with ωB97M-V with the def2-TZVPD basis set.

Calculated values
Lowest unoccupied orbital energy = -0.0679 Eh
Kohn-Sham gap = 7.570 eV

Positions of all 7 atoms, in Å:
C: -0.33 1.16 -0.12
C: 0.62 -0.01 -0.04
O: -0.04 2.28 0.04
S: 2.15 -0.32 -0.13
S: -1.02 -1.53 0.38
H: -1.36 0.76 -0.21
H: -0.02 -2.34 0.07

natural (NBO) population analysis, charges in e, atoms 1 to 6: 0.346, -0.248, -0.429, 0.302, -0.239, 0.136


Run x
Computed, not measured: C2H2OS2 in the gas phase, with ωB97M-V with the def2-TZVPD basis set.

Calculated values
Lowest unoccupied orbital energy = 0.0064 Eh
Kohn-Sham gap = 8.586 eV

Positions of all 7 atoms, in Å:
C: 1.02 0.09 -0.01
C: -0.52 0.05 -0.02
O: 0.22 -0.01 -1.16
S: -1.99 0.92 0.47
S: -1.92 -1.09 0.28
H: 1.37 -0.82 0.23
H: 1.81 0.87 0.20

natural (NBO) population analysis, charges in e, atoms 1 to 6: -0.087, -0.039, -0.467, 0.137, 0.080, 0.171


Which structure wins on stability? run w wins.


Run w
Computed, not measured: a 2-piece molecular cluster, C2HNO3S overall, with ωB97M-V with the def2-TZVPD basis set.

Calculated values
Lowest unoccupied orbital energy (alpha / beta) = -0.0251 / -0.0250 Eh
Kohn-Sham gap (alpha / beta) = 7.839 / 7.841 eV

Positions of all 8 atoms, in Å:
C: -1.56 1.35 -0.59
C: 0.53 -1.80 0.14
N: -0.54 1.40 0.05
O: -0.39 -1.68 0.82
O: 1.46 -2.02 -0.51
O: 1.82 0.59 -0.05
S: 0.94 1.54 0.61
H: -2.26 0.61 -0.47

natural (NBO) population analysis, charges in e, atoms 1 to 6: 0.131, 1.029, -0.607, -0.540, -0.493, -0.920


Run x
Computed, not measured: a 2-piece molecular cluster, C2HNO3S overall, with ωB97M-V with the def2-TZVPD basis set.

Calculated values
Lowest unoccupied orbital energy = 0.0078 Eh
Kohn-Sham gap = 9.357 eV

Positions of all 8 atoms, in Å:
C: -1.07 -1.04 0.30
C: 1.21 -3.16 0.01
N: -0.99 0.07 -0.12
O: -1.04 -1.98 0.98
O: 1.04 -2.19 -0.62
O: 1.28 -4.15 0.62
S: -1.46 0.77 -1.53
H: -2.27 -0.23 -2.03

natural (NBO) population analysis, charges in e, atoms 1 to 6: 0.866, 1.040, -0.709, -0.505, -0.531, -0.510


Which structure wins on stability? run x wins.


Run w
Computed, not measured: C8H15BO2 in the gas phase, with ωB97M-V with the def2-TZVPD basis set.

Calculated values
Lowest unoccupied orbital energy = 0.0281 Eh
Kohn-Sham gap = 9.806 eV

Positions of all 26 atoms, in Å:
B: 0.97 -0.17 -0.39
C: -1.11 -2.70 0.10
C: -0.98 -1.39 0.44
C: 2.93 -0.36 0.81
C: 3.30 -0.05 -0.63
C: -1.04 1.72 0.88
C: -2.83 1.07 -0.68
C: -0.55 -0.42 -0.58
C: -1.23 1.12 -0.50
O: 1.54 -0.33 0.88
O: 2.08 0.05 -1.25
H: -1.18 -3.39 0.88
H: -0.83 -3.10 -0.89
H: -1.22 -1.08 1.40
H: 3.19 -1.31 1.26
H: 3.20 0.38 1.59
H: 3.86 0.85 -0.72
H: 3.89 -0.85 -1.02
H: -1.84 1.65 1.69
H: -1.12 2.85 0.79
H: 0.05 1.59 1.15
H: -3.11 2.11 -0.89
H: -3.39 0.56 0.12
H: -3.13 0.41 -1.54
H: -0.66 -0.83 -1.56
H: -0.80 1.60 -1.32

natural (NBO) population analysis, charges in e, atoms 1 to 6: 1.156, -0.414, -0.130, -0.096, -0.083, -0.662


Run x
Computed, not measured: C8H15BO2 as an isolated structure, with ωB97M-V with the def2-TZVPD basis set.

Calculated values
Lowest unoccupied orbital energy (alpha / beta) = 0.0019 / 0.0146 Eh
Kohn-Sham gap (alpha / beta) = 7.081 / 8.203 eV

Positions of all 26 atoms, in Å:
B: 2.48 -0.12 -0.31
C: 0.95 0.17 -0.02
C: -0.40 -1.28 -0.12
C: -1.77 -1.02 -0.43
C: -2.19 0.49 -0.54
C: -1.06 1.30 -1.04
C: 0.12 1.37 -0.04
C: 0.08 -2.62 0.31
C: -0.39 1.77 1.41
O: 3.24 1.03 -0.47
O: 3.05 -1.39 -0.23
H: -2.11 -1.70 -1.29
H: -2.31 -1.35 0.51
H: -3.16 0.65 -0.97
H: -2.28 0.85 0.50
H: -0.79 1.02 -2.05
H: -1.40 2.43 -1.00
H: 0.86 2.17 -0.36
H: -0.32 -2.95 1.20
H: 1.14 -2.62 0.59
H: -0.21 -3.30 -0.45
H: 0.44 2.02 2.10
H: -0.82 0.89 1.99
H: -1.13 2.51 1.33
H: 4.11 0.88 -0.66
H: 3.89 -1.19 0.03

natural (NBO) population analysis, charges in e, atoms 1 to 6: 1.004, -0.195, 0.187, -0.542, -0.400, -0.380


Which structure wins on stability? run w wins.


Run w
Computed, not measured: C2H4N2OS2 in the gas phase, with ωB97M-V with the def2-TZVPD basis set.

Calculated values
Lowest unoccupied orbital energy = -0.0314 Eh
Kohn-Sham gap = 8.356 eV

Positions of all 11 atoms, in Å:
C: -1.10 0.18 0.68
C: 0.77 -1.21 -1.34
H: 0.82 1.33 2.66
H: -1.78 0.15 1.59
H: 0.52 0.62 -2.00
H: 0.40 -1.90 -0.56
N: 0.03 1.00 0.94
N: -0.20 -0.35 -1.98
O: -0.18 1.17 2.42
S: -1.68 -0.09 -0.87
S: 2.40 -0.90 -1.56

natural (NBO) population analysis, charges in e, atoms 1 to 6: -0.263, -0.090, 0.481, 0.254, 0.431, 0.212


Run x
Computed, not measured: C2H4N2OS2 in the gas phase, with ωB97M-V with the def2-TZVPD basis set.

Calculated values
Lowest unoccupied orbital energy = 0.0103 Eh
Kohn-Sham gap = 8.936 eV

Positions of all 11 atoms, in Å:
C: -1.04 0.32 0.01
C: 2.55 0.07 0.24
H: -1.23 2.31 0.23
H: 0.39 1.77 0.00
H: 1.71 -1.48 1.24
H: 3.44 -0.13 0.88
N: -0.54 1.54 0.29
N: 1.60 -0.84 0.47
O: 2.41 0.97 -0.54
S: -2.61 -0.10 0.04
S: 0.10 -0.99 -0.33

natural (NBO) population analysis, charges in e, atoms 1 to 6: -0.119, 0.535, 0.408, 0.418, 0.410, 0.119


Run y
Computed, not measured: C2H4N2OS2 in the gas phase, with ωB97M-V with the def2-TZVPD basis set.

Calculated values
Lowest unoccupied orbital energy = -0.0086 Eh
Kohn-Sham gap = 8.522 eV

Positions of all 11 atoms, in Å:
C: -0.31 1.12 -0.77
C: -0.84 -2.22 1.06
H: 1.42 2.61 -1.03
H: 1.26 0.05 0.20
H: -1.99 -2.40 1.66
H: 0.07 -3.14 1.04
N: 0.92 0.92 -0.24
N: -0.26 -1.38 0.16
O: 1.77 1.93 -0.34
S: -0.65 2.56 -1.56
S: -1.41 -0.06 -0.20

natural (NBO) population analysis, charges in e, atoms 1 to 6: -0.162, -0.108, 0.492, 0.433, 0.242, 0.215


Which structure wins on stability? run x wins.


Run w
Computed, not measured: C2H4N2OS2 in the gas phase, with ωB97M-V with the def2-TZVPD basis set.

Calculated values
Lowest unoccupied orbital energy = 0.0258 Eh
Kohn-Sham gap = 9.599 eV

Positions of all 11 atoms, in Å:
C: 1.00 -0.67 -0.02
C: -0.92 0.77 -0.02
H: 3.84 1.25 0.00
H: 1.26 -1.73 -0.14
H: -0.18 1.56 -0.08
H: -2.55 -1.39 0.21
N: 1.79 0.30 -0.02
N: -2.17 1.02 0.03
O: -0.35 -0.50 0.00
S: 3.47 -0.05 0.02
S: -3.31 -0.30 -0.01

natural (NBO) population analysis, charges in e, atoms 1 to 6: 0.386, 0.360, 0.131, 0.167, 0.199, 0.104


Run x
Computed, not measured: C2H4N2OS2 in the gas phase, with ωB97M-V with the def2-TZVPD basis set.

Calculated values
Lowest unoccupied orbital energy = -0.0149 Eh
Kohn-Sham gap = 8.511 eV

Positions of all 11 atoms, in Å:
C: -0.01 -0.80 0.59
C: -1.77 0.83 -0.03
H: 2.81 -1.66 -0.27
H: -0.69 -1.16 1.44
H: 1.29 1.81 -1.30
H: -1.86 1.97 -0.10
N: 0.97 -1.58 0.32
N: -0.40 0.45 -0.07
O: 1.88 -1.17 -0.58
S: 0.81 1.72 0.15
S: -3.02 -0.40 -0.15

natural (NBO) population analysis, charges in e, atoms 1 to 6: 0.163, -0.037, 0.490, 0.223, 0.159, 0.225


Run y
Computed, not measured: C2H4N2OS2 in the gas phase, with ωB97M-V with the def2-TZVPD basis set.

Calculated values
Lowest unoccupied orbital energy = -0.0407 Eh
Kohn-Sham gap = 7.688 eV

Positions of all 11 atoms, in Å:
C: -0.13 -0.24 -0.23
C: -1.58 -0.12 -0.32
H: -0.40 2.12 0.92
H: 1.38 0.88 0.43
H: -2.01 0.90 -0.66
H: 2.29 -2.60 0.23
N: 0.60 0.93 -0.20
N: 0.43 -1.40 -0.14
O: -0.11 2.12 0.00
S: -2.59 -1.33 0.03
S: 2.12 -1.25 -0.06

natural (NBO) population analysis, charges in e, atoms 1 to 6: 0.251, -0.367, 0.456, 0.369, 0.240, 0.141


Run z
Computed, not measured: C2H4N2OS2 in the gas phase, with ωB97M-V with the def2-TZVPD basis set.

Calculated values
Lowest unoccupied orbital energy = 0.0015 Eh
Kohn-Sham gap = 8.964 eV

Positions of all 11 atoms, in Å:
C: -0.51 0.25 0.34
C: 0.17 -0.19 -1.92
H: -1.10 0.19 3.17
H: -1.42 0.71 -0.02
H: 2.22 -1.00 0.38
H: 1.04 -0.18 -2.58
N: -0.27 0.08 1.57
N: 0.52 0.06 -0.61
O: -1.45 0.31 2.27
S: 2.14 0.22 -0.14
S: -1.34 -0.43 -2.47

natural (NBO) population analysis, charges in e, atoms 1 to 6: 0.181, -0.084, 0.479, 0.215, 0.115, 0.211


Which structure wins on stability? run w wins.